# 1
Formula: C28H19BrClMgN6O4S
Source: OMol25
Level of theory: wB97M-V/def2-TZVPD

Structure (XYZ):
```
61
Properties=species:S:1:pos:R:3:lowdin_charge:R:1
Mg 0.12 0.49 -0.38 0.390
N -0.09 5.01 -1.39 0.042
C 0.09 3.68 -1.17 -0.889
S -1.28 2.70 -0.95 0.581
N 1.38 3.33 -1.21 -0.023
N 1.58 2.02 -0.98 -0.063
C 2.78 1.60 -1.17 -0.093
C 3.11 0.21 -0.87 -0.246
C 4.39 -0.28 -1.16 -0.019
C 4.70 -1.59 -0.84 -0.063
C 3.73 -2.37 -0.22 -0.050
C 2.49 -1.81 0.03 -0.109
N 2.17 -0.56 -0.30 0.087
H -1.00 5.39 -1.17 0.063
H 0.71 5.61 -1.29 0.080
H 3.55 2.27 -1.54 0.118
H 5.11 0.37 -1.63 0.110
H 5.67 -1.99 -1.06 0.105
H 3.92 -3.40 0.06 0.104
H 1.71 -2.39 0.50 0.101
Br -2.91 -0.01 0.54 0.813
C -2.55 0.75 2.24 -0.579
C -3.64 0.94 3.04 -0.154
C -3.47 1.45 4.35 -0.100
C -2.21 1.74 4.79 -0.060
C -1.08 1.54 3.97 -0.188
C 0.21 1.82 4.48 -0.072
C 1.31 1.61 3.70 -0.097
C 1.15 1.12 2.38 -0.151
C -0.07 0.83 1.79 -0.165
C -1.21 1.04 2.64 -0.243
H -4.63 0.69 2.68 0.087
H -4.33 1.60 4.98 0.094
H -2.06 2.13 5.80 0.102
H 0.30 2.20 5.49 0.099
H 2.30 1.81 4.08 0.092
H 2.06 0.99 1.80 0.070
O 0.84 -4.25 -3.96 0.109
C 0.43 -4.82 -2.85 -0.522
O 0.43 -6.02 -2.71 0.050
C -0.03 -3.92 -1.76 -0.046
C -0.46 -4.34 -0.51 -0.582
Cl -0.58 -5.91 0.14 0.794
N -0.78 -3.25 0.22 -0.069
N -0.55 -2.12 -0.48 0.126
C -0.12 -2.50 -1.67 -0.132
C 0.21 -1.40 -2.65 -0.551
O 0.66 -1.73 -3.76 0.045
O -0.03 -0.24 -2.25 -0.058
C -1.33 -3.17 1.54 -0.223
C -2.48 -3.88 1.85 -0.046
C -3.02 -3.74 3.12 -0.079
C -2.44 -2.89 4.05 -0.079
C -1.30 -2.18 3.71 -0.060
C -0.74 -2.32 2.45 -0.016
H 0.79 -3.23 -3.91 0.049
H -2.95 -4.51 1.11 0.105
H -3.92 -4.29 3.37 0.101
H -2.88 -2.77 5.03 0.101
H -0.85 -1.48 4.41 0.112
H 0.12 -1.72 2.17 0.096
```

As for the charge: -1. Its highest occupied orbital energy is -4.8 eV. The molecular weight is 675.2 g/mol. For the LUMO energy, the calculation gives 2.242 eV. The calculation puts the maximum force at 0.5 eV/A. The electronic energy is -5340.65431 Ha.



# 2
Formula: C10H12OS
Source: OMol25
Level of theory: wB97M-V/def2-TZVPD

Structure (XYZ):
```
24
Properties=species:S:1:pos:R:3:lowdin_charge:R:1
C -1.17 1.80 -0.80 -0.043
C -0.08 1.89 1.39 -0.057
C -1.06 0.40 -0.76 -0.093
C 0.04 0.50 1.35 -0.116
C -0.70 2.57 0.34 -0.248
C -0.43 -0.23 0.31 -0.136
C 0.84 -3.31 -0.54 -0.362
C 1.00 -2.40 -1.50 -0.094
C 2.26 -2.55 -0.67 -0.129
C -0.90 4.10 0.42 -0.057
O -0.05 -4.80 1.46 -0.539
S -0.42 -3.67 0.75 0.850
H -1.46 2.24 -1.73 0.096
H 0.39 2.52 2.12 0.097
H -1.23 0.03 -1.78 0.099
H 0.52 -0.07 2.20 0.122
H 0.98 -2.24 -2.56 0.100
H 0.11 -1.32 0.36 0.066
H 2.68 -1.73 -0.03 0.084
H 3.15 -3.00 -1.09 0.062
H -1.93 4.14 0.80 0.076
H -0.17 4.64 1.04 0.077
H -1.03 4.58 -0.59 0.080
H -1.33 -4.08 -0.49 0.066
```

As for the charge: 0. Its highest occupied orbital energy is -9.0 eV. The molecular weight is 180.3 g/mol. For the LUMO energy, the calculation gives -0.139 eV. The calculation puts the maximum force at 6.5 eV/A. The electronic energy is -861.42187 Ha.



# 3
Formula: C48H80N8O4
Source: OMol25
Level of theory: wB97M-V/def2-TZVPD

Structure (XYZ):
```
140
Properties=species:S:1:pos:R:3:lowdin_charge:R:1
C 3.08 4.65 1.12 -0.109
C 3.10 5.67 0.13 -0.114
C 3.62 5.07 -1.00 -0.159
N 3.73 3.71 -0.84 0.049
C 3.49 3.50 0.49 -0.161
H 2.79 4.79 2.15 0.087
H 2.81 6.71 0.14 0.090
H 3.86 5.38 -2.00 0.105
H 4.03 3.01 -1.51 0.081
H 3.51 2.52 0.94 0.077
C 0.63 0.55 0.72 -0.106
C 0.14 0.50 -0.60 -0.118
C -0.68 -0.57 -0.65 -0.162
N -0.49 -1.36 0.45 0.055
C 0.33 -0.65 1.31 -0.132
H 1.23 1.38 1.08 0.077
H 0.22 1.23 -1.40 0.072
H -1.34 -0.96 -1.41 0.090
H -0.95 -2.24 0.57 0.080
H 0.43 -1.08 2.30 0.093
C 3.56 0.98 -2.30 -0.168
C 3.83 1.63 -3.53 -0.097
C 5.22 1.76 -3.57 -0.099
N 5.73 1.26 -2.37 0.016
C 4.70 0.75 -1.61 -0.149
H 2.64 0.66 -1.83 0.085
H 3.07 1.84 -4.26 0.097
H 5.93 2.14 -4.30 0.104
H 6.69 1.26 -2.07 0.148
H 4.86 0.29 -0.65 0.116
C -4.47 -0.07 -1.03 -0.122
C -4.04 0.84 -0.09 -0.141
C -4.97 1.80 0.05 -0.125
N -5.97 1.55 -0.89 0.007
C -5.72 0.36 -1.49 -0.124
H -3.92 -0.92 -1.40 0.069
H -3.11 0.78 0.45 0.086
H -5.03 2.64 0.72 0.111
H -6.81 2.09 -0.96 0.146
H -6.37 -0.04 -2.25 0.104
C 0.45 1.66 4.31 -0.131
C 0.63 0.86 5.43 -0.147
C -0.20 1.31 6.37 -0.149
N -0.81 2.45 5.89 0.023
C -0.44 2.67 4.60 -0.101
H 0.94 1.50 3.36 0.075
H 1.38 0.08 5.48 0.112
H -0.46 1.01 7.37 0.119
H -1.47 3.02 6.39 0.153
H -0.79 3.50 4.01 0.117
C 5.18 1.13 4.20 -0.125
C 4.11 1.25 3.39 -0.158
C 3.94 0.11 2.68 -0.147
N 4.94 -0.74 3.05 0.020
C 5.71 -0.10 3.99 -0.132
H 5.47 1.98 4.79 0.107
H 3.42 2.08 3.42 0.094
H 3.19 -0.30 2.02 0.095
H 5.07 -1.68 2.69 0.148
H 6.58 -0.60 4.39 0.106
C -2.33 -3.71 1.42 -0.156
C -1.41 -4.61 0.93 -0.088
C -1.56 -4.53 -0.47 -0.139
N -2.57 -3.67 -0.77 0.026
C -3.08 -3.17 0.40 -0.140
H -2.54 -3.48 2.45 0.082
H -0.72 -5.21 1.49 0.100
H -1.06 -5.09 -1.25 0.105
H -2.86 -3.48 -1.72 0.153
H -3.90 -2.49 0.26 0.096
C -3.91 -1.70 4.67 -0.110
C -3.76 -1.34 3.34 -0.142
C -2.60 -0.54 3.22 -0.123
N -1.96 -0.46 4.44 0.051
C -2.78 -1.16 5.33 -0.133
H -4.70 -2.34 5.03 0.091
H -4.40 -1.49 2.49 0.087
H -2.15 0.00 2.40 0.084
H -1.14 0.07 4.70 0.062
H -2.47 -1.22 6.36 0.094
C 3.79 -2.39 -6.05 -0.065
C 3.44 -1.82 -4.66 -0.277
O 2.45 -2.67 -4.08 -0.161
C 2.05 -2.23 -2.78 -0.268
C 1.14 -3.34 -2.20 -0.071
H 4.36 -1.63 -6.59 0.070
H 4.33 -3.33 -6.02 0.072
H 2.84 -2.54 -6.56 0.072
H 4.37 -1.65 -4.11 0.111
H 3.01 -0.82 -4.72 0.094
H 2.95 -2.10 -2.17 0.112
H 1.51 -1.29 -2.77 0.082
H 0.92 -3.17 -1.14 0.054
H 1.70 -4.27 -2.16 0.074
H 0.26 -3.50 -2.82 0.072
C -0.08 4.24 -1.48 -0.059
C -1.53 4.47 -1.91 -0.286
O -1.97 5.77 -1.58 -0.157
C -3.18 6.25 -2.08 -0.296
C -3.59 7.44 -1.21 -0.072
H 0.21 3.28 -1.90 0.051
H 0.49 5.07 -1.87 0.075
H -0.07 4.24 -0.39 0.080
H -1.60 4.39 -3.00 0.111
H -2.13 3.65 -1.53 0.109
H -3.13 6.47 -3.15 0.113
H -3.98 5.51 -2.05 0.108
H -3.47 7.16 -0.17 0.076
H -4.59 7.79 -1.44 0.070
H -2.93 8.29 -1.41 0.070
C -1.54 -6.31 6.21 -0.082
C -1.30 -4.87 5.92 -0.345
O -0.04 -4.73 5.41 -0.132
C 0.17 -3.47 4.75 -0.279
C 1.47 -3.47 4.05 -0.073
H -2.44 -6.58 6.76 0.078
H -1.50 -6.97 5.34 0.075
H -0.67 -6.69 6.75 0.076
H -2.08 -4.51 5.25 0.112
H -1.39 -4.32 6.86 0.121
H -0.62 -3.33 4.01 0.099
H 0.09 -2.62 5.43 0.113
H 2.25 -3.74 4.77 0.082
H 1.65 -2.47 3.66 0.056
H 1.53 -4.23 3.27 0.079
C -0.79 -0.12 -4.32 -0.039
C -1.62 0.07 -5.63 -0.286
O -1.80 -1.20 -6.16 -0.166
C -2.53 -1.20 -7.39 -0.277
C -2.43 -2.53 -8.13 -0.067
H -1.37 -0.59 -3.53 0.055
H 0.16 -0.60 -4.55 0.066
H -0.44 0.84 -3.93 0.064
H -2.58 0.55 -5.47 0.112
H -1.14 0.73 -6.34 0.111
H -3.55 -0.93 -7.10 0.115
H -2.15 -0.41 -8.04 0.110
H -1.39 -2.76 -8.36 0.075
H -2.92 -2.50 -9.11 0.072
H -2.88 -3.32 -7.52 0.073
```

As for the charge: 0. Its SMILES is c1cc[nH]c1.c1cc[nH]c1.c1cc[nH]c1.c1cc[nH]c1.c1cc[nH]c1.c1cc[nH]c1.c1cc[nH]c1.c1cc[nH]c1.CCOCC.CCOCC.CCOCC.CCOCC. Its highest occupied orbital energy is -7.6 eV. The molecular weight is 833.2 g/mol. For the LUMO energy, the calculation gives 0.549 eV. The calculation puts the maximum force at 3.9 eV/A. The electronic energy is -2615.79011 Ha.



# 4
Formula: CH2F4N3P3
Source: OMol25
Level of theory: wB97M-V/def2-TZVPD

Structure (XYZ):
```
13
Properties=species:S:1:pos:R:3:lowdin_charge:R:1
F 0.33 1.55 -1.12 -0.344
P -0.60 1.39 0.25 0.842
N 0.66 0.67 1.33 -0.478
P 1.53 -0.72 0.96 0.770
N 0.81 -1.51 -0.22 -0.684
P -0.64 -1.55 -0.88 0.814
N -1.38 0.12 -0.38 -0.401
C -2.66 -0.01 0.27 -0.741
F -2.67 -0.38 1.60 0.078
F -3.48 1.09 0.15 0.080
F -3.38 -1.05 -0.26 0.051
H 1.14 1.49 1.78 0.036
H -0.19 -0.89 -2.19 -0.021
```

As for the charge: 0. Its SMILES is Fp1[nH]pn[pH]n1C(F)(F)F. Its highest occupied orbital energy is -9.3 eV. The molecular weight is 225.0 g/mol. For the LUMO energy, the calculation gives -0.735 eV. The calculation puts the maximum force at 4.2 eV/A. The electronic energy is -1627.17696 Ha.



# 5
Formula: C3H7NO2
Source: OMol25
Level of theory: wB97M-V/def2-TZVPD

Structure (XYZ):
```
13
Properties=species:S:1:pos:R:3:lowdin_charge:R:1
O 1.38 -1.69 -0.21 -0.066
C 1.19 -0.42 -0.76 -0.294
C -0.25 0.07 -0.93 0.050
N -0.89 1.29 0.45 0.089
C -1.03 0.38 1.39 -0.441
O -0.74 -0.80 1.13 -0.076
H 0.83 -1.70 0.59 0.064
H 1.61 -0.47 -1.78 0.130
H 1.74 0.37 -0.23 0.121
H -0.93 -0.78 -1.13 0.117
H -0.35 0.87 -1.63 0.072
H -1.16 2.26 0.71 0.106
H -1.40 0.63 2.39 0.129
```

As for the charge: 0. Its highest occupied orbital energy is -9.9 eV. The molecular weight is 89.1 g/mol. For the LUMO energy, the calculation gives 0.691 eV. The calculation puts the maximum force at 1.4 eV/A. The electronic energy is -323.65777 Ha.